one.
An isolated molecule of C3H4O2S. Source: OMol25; level of theory: wB97M-V/def2-TZVPD.

Output
Structure (SMILES) ... OC(=S)[C@@H]1CO1

Each line ends with the Löwdin charge.
Element x y z (Å)
C (-0.7713, -0.9634, 0.0404)  -0.86
C (0.1989, 0.0868, -0.5641)  -0.29
C (0.4298, 1.3272, 0.2286)  -0.12
H (0.8176, -1.7501, 0.6025)  0.12
H (0.8624, -0.2504, -1.3548)  0.15
H (-0.1376, 1.2880, 1.1697)  0.13
H (1.4854, 1.7626, 0.1301)  0.14
O (-0.1251, -1.8325, 0.8149)  0.01
O (-0.3944, 1.3372, -0.8819)  -0.05
S (-2.3657, -1.0053, -0.1854)  0.78

two.
An isolated molecule of C3H4O2S. Source: OMol25; level of theory: wB97M-V/def2-TZVPD.

Each line ends with the Löwdin charge.
Element x y z (Å)
C (0.4690, 0.0861, 0.6548)  -0.09
C (1.2740, -0.9019, 0.1191)  -0.34
C (-0.3336, 0.9708, -0.2761)  -0.39
O (-2.6612, -0.3311, 0.0371)  -0.54
O (1.1438, -1.5090, -0.9569)  0.00
S (-1.6143, -0.1713, -0.9390)  0.93
H (0.3019, 0.0804, 1.7539)  0.13
H (2.0371, -1.1705, 0.7685)  0.09
H (-0.8712, 1.8588, 0.1055)  0.09
H (0.2546, 1.0877, -1.2669)  0.11

three.
A 2-piece molecular cluster, C3H4O2S overall. Source: OMol25; level of theory: wB97M-V/def2-TZVPD.

Output
Structure (SMILES) ... O=C1CC1.O=S

Each line ends with the Löwdin charge.
Element x y z (Å)
C (-0.0981, 0.7079, 0.0398)  -0.39
C (-1.2865, 0.1743, -0.5913)  -0.06
C (-0.9133, -0.2293, 0.8224)  -0.06
O (2.9648, -0.7297, -1.0420)  -0.69
O (0.9512, 1.3145, -0.1531)  0.04
S (3.4539, -0.5741, 0.2887)  0.72
H (-2.1381, 0.8005, -0.7647)  0.11
H (-0.9901, -0.4883, -1.4082)  0.12
H (-0.3435, -1.0486, 1.1277)  0.08
H (-1.6004, 0.0728, 1.6807)  0.14

four.
A 2-piece molecular cluster, C3H4O2S overall. Source: OMol25; level of theory: wB97M-V/def2-TZVPD.

Output
Structure (SMILES) ... O=C=O.C=CS

Each line ends with the Löwdin charge.
Element x y z (Å)
C (2.5683, -0.1251, -0.3776)  -0.39
C (0.0658, 0.9058, -0.5398)  -0.09
C (-0.1708, -0.0795, 0.3496)  -0.49
O (2.1032, -0.9517, -1.1514)  0.10
O (3.0421, 0.6252, 0.3874)  0.20
S (-0.9489, -1.8689, 0.2641)  0.61
H (0.0533, 1.9334, -0.1948)  0.06
H (0.4097, 0.6842, -1.6340)  0.10
H (-0.3278, 0.3188, 1.3470)  0.04
H (-2.1533, -1.5687, -0.3558)  -0.15

Result of the stability comparison: three is the least stable of them.

one.
An isolated molecule of C3H4O2S. Source: OMol25; level of theory: wB97M-V/def2-TZVPD.

Output
Structure (SMILES) ... O=S(=O)=C1CC1

Each line ends with the Löwdin charge.
Element x y z (Å)
C (-0.2174, -0.0418, -0.6297)  -0.22
C (0.9640, 0.6966, -0.0597)  -0.25
C (1.0633, -0.7977, 0.0663)  -0.10
O (-2.4277, -1.2643, 0.0388)  -0.34
O (-2.4951, 1.1487, 0.0140)  -0.35
S (-1.6972, -0.0541, 0.2476)  0.79
H (1.4788, 1.3372, -0.8296)  0.12
H (0.9608, 1.4794, 0.7694)  0.13
H (0.6246, -1.1906, 1.0204)  0.11
H (1.7460, -1.3136, -0.6374)  0.11

two.
A 2-piece molecular cluster, C3H4O2S overall. Source: OMol25; level of theory: wB97M-V/def2-TZVPD.

Each line ends with the Löwdin charge.
Element x y z (Å)
C (0.3214, -0.4590, -0.7762)  -0.28
C (0.6689, 0.8054, -0.1640)  0.01
C (-0.4869, 0.8603, -0.8083)  0.09
O (-0.9738, -1.0253, 1.5455)  -0.12
O (-0.0896, -1.6709, -0.0314)  -0.68
S (0.8203, -3.0563, 0.3282)  0.67
H (0.6906, -0.7675, -1.6692)  0.09
H (1.5171, 1.3214, 0.2974)  0.12
H (-1.4207, 1.2714, -0.6153)  0.08
H (-1.9311, -0.9391, 1.5706)  0.01

three.
C3H4O2S as an isolated structure. Source: OMol25; level of theory: wB97M-V/def2-TZVPD.

Each line ends with the Löwdin charge.
Element x y z (Å)
C (-1.4342, 0.1570, -0.1503)  0.01
C (-2.7825, -0.1053, 0.2460)  -0.53
C (0.3901, -0.4491, -0.3329)  0.06
O (-3.5543, -1.0352, 0.8623)  -0.23
O (-4.9952, 0.0536, -1.0939)  -0.45
S (-4.4782, 0.2918, 0.2343)  1.02
H (-1.4726, 1.2655, -0.4136)  0.07
H (0.5043, -0.3967, 0.6887)  0.00
H (0.8857, 0.3029, -0.8851)  0.03
H (0.3604, -1.3531, -0.8862)  0.03

four.
An isolated molecule of C3H4O2S. Source: OMol25; level of theory: wB97M-V/def2-TZVPD.

Output
Structure (SMILES) ... O=C/C(S)=C/O

Each line ends with the Löwdin charge.
Element x y z (Å)
C (0.5502, -0.3713, 0.8928)  -0.22
C (-1.3711, -0.1058, -0.5914)  -0.32
C (0.0115, 0.1495, -0.2302)  -0.59
O (-1.9156, 0.3276, -1.5783)  0.01
O (1.8258, -0.1480, 1.2437)  0.03
S (0.9335, 1.1684, -1.3337)  0.83
H (-0.0594, -0.9926, 1.5407)  0.13
H (-1.9084, -0.7485, 0.1290)  0.13
H (2.0572, -0.5883, 2.0686)  0.12
H (-0.1237, 1.3091, -2.1411)  -0.13

Result of the stability comparison: two is the least stable of them.